An isolated molecule of C9H10INO in a non-equilibrium geometry. Source: OMol25; level of theory: the ωB97M-V functional and the def2-TZVPD basis.

Computed properties:
Spin multiplicity: 3
⟨S²⟩: 2.023
Gap between HOMO and LUMO (alpha / beta), eV: 6.482 / 6.714

XYZ file:
```
22
Properties=species:S:1:pos:R:3:mulliken_spin:R:1
C 1.016 2.762 0.149 -0.043
C -0.282 2.828 0.847 0.492
C 1.208 1.816 -0.746 0.353
C -1.178 1.844 0.670 0.389
C 0.244 0.623 -1.005 0.050
C -1.137 0.871 -0.400 0.025
C 1.168 -3.032 1.001 0.001
C -2.080 -0.008 -0.753 0.524
C 0.269 -2.764 -0.187 0.018
N 0.079 -1.652 -0.794 0.009
O 0.890 -0.550 -0.451 0.020
I -3.871 -0.207 0.201 0.063
H 1.868 3.492 0.303 0.003
H -0.433 3.616 1.538 0.040
H 2.146 1.900 -1.243 0.019
H -2.217 2.043 1.064 0.017
H 0.044 0.372 -2.065 0.018
H 1.808 -3.965 0.760 0.000
H 1.867 -2.219 1.334 0.001
H 0.822 -3.390 1.922 0.002
H -2.048 -0.702 -1.595 -0.002
H -0.181 -3.678 -0.549 0.001
```